Record 1
The following is a quantum chemistry calculation of an isolated molecule of C15H16N2O5S in a non-equilibrium geometry, from OMol25.

CARTESIAN COORDINATES (ANGSTROEM)
C: -5.29 -2.66 -1.09
O: -4.29 -1.86 -1.29
C: -4.30 -1.03 0.03
O: -5.08 -1.20 1.09
C: -3.18 0.05 -0.23
S: -2.20 0.04 -1.53
C: -1.36 1.63 -0.75
N: -0.38 2.13 -1.55
C: 0.76 2.64 -1.06
O: 1.46 3.54 -1.66
C: 0.92 2.77 0.44
O: 0.81 1.46 1.23
C: 1.87 0.42 0.78
C: 2.88 0.79 -0.01
C: 3.93 -0.05 -0.47
C: 3.63 -1.39 0.22
O: 4.48 -2.32 -0.38
C: 5.71 -2.26 -0.95
C: 2.51 -1.71 0.83
C: 1.54 -0.61 1.38
N: -1.69 1.71 0.39
C: -2.82 1.01 0.71
C: -3.32 1.43 2.18
H: -6.17 -2.19 -1.06
H: -5.11 -3.05 -2.16
H: -5.15 -3.41 -0.39
H: -0.29 1.80 -2.47
H: 0.06 3.30 0.91
H: 1.90 3.34 0.82
H: 3.09 1.94 -0.56
H: 4.69 0.05 -0.97
H: 6.30 -1.72 -0.50
H: 6.17 -3.08 -1.02
H: 5.27 -2.01 -1.84
H: 2.37 -2.65 1.48
H: 0.80 -0.79 1.92
H: -4.15 0.53 2.15
H: -3.73 2.27 2.46
H: -2.61 1.15 2.92

Results
Spin multiplicity: 1
Net charge: 0
Highest occupied orbital energy (eV): -8.6
Total energy (eV): -39853.2851
Maximum force (eV Å⁻¹): 16.25
Structure (SMILES): COC(=O)c1sc(NC(=O)COc2ccc(OC)cc2)nc1C
Orbital gap (eV): 7.960

---

Record 2
The following is a quantum chemistry calculation of a structure of composition C15H16N2O5SSn, from OMol25.

CARTESIAN COORDINATES (ANGSTROEM)
Sn: -1.15 -0.56 -1.07
O: -0.58 2.43 -1.48
C: -1.84 2.97 -1.84
C: -2.93 2.63 -0.85
C: -3.74 3.62 -0.32
C: -4.69 3.28 0.64
C: -4.80 1.96 1.03
C: -3.98 1.02 0.43
N: -3.08 1.34 -0.50
H: -0.43 2.59 -0.54
H: -2.10 2.56 -2.82
H: -1.77 4.05 -1.93
H: -3.61 4.65 -0.63
H: -5.32 4.04 1.07
H: -5.51 1.66 1.79
H: -4.04 -0.03 0.68
C: 5.31 -2.10 -1.18
C: 4.11 -1.55 -0.47
C: 3.67 -2.10 0.73
C: 2.53 -1.65 1.36
C: 1.78 -0.64 0.76
C: 2.21 -0.06 -0.42
C: 3.38 -0.50 -1.02
S: 0.22 -0.12 1.45
O: -0.17 1.06 0.65
O: 0.39 0.06 2.86
N: -0.94 -1.17 1.07
C: -0.60 -2.58 1.28
C: 0.03 -3.22 0.02
O: 0.58 -4.30 0.10
O: -0.13 -2.52 -1.07
H: 6.00 -2.59 -0.49
H: 5.85 -1.31 -1.71
H: 5.00 -2.84 -1.91
H: 4.23 -2.92 1.18
H: 2.22 -2.07 2.30
H: 1.65 0.76 -0.86
H: 3.71 -0.03 -1.94
H: -1.51 -3.14 1.50
H: 0.06 -2.70 2.13

Results
Spin multiplicity: 1
Net charge: 0
Highest occupied orbital energy (eV): -8.8
Total energy (eV): -45699.2146
Maximum force (eV Å⁻¹): 0.83
Orbital gap (eV): 8.276

---

Record 3
The following is a quantum chemistry calculation of a structure of composition C15H16N7OSSn in a non-equilibrium geometry, from OMol25.

CARTESIAN COORDINATES (ANGSTROEM)
Sn: 0.03 -0.09 -0.26
O: -1.04 3.82 -1.37
C: -1.02 2.66 -1.09
N: 0.05 2.00 -0.52
C: 1.31 2.68 -0.51
C: 2.45 1.76 -0.86
C: 3.61 2.23 -1.45
C: 4.59 1.31 -1.79
C: 4.41 -0.03 -1.48
C: 3.25 -0.42 -0.86
N: 2.28 0.48 -0.58
C: -2.20 1.78 -1.31
C: -3.33 2.30 -1.91
C: -4.46 1.49 -2.01
C: -4.44 0.21 -1.48
C: -3.27 -0.24 -0.89
N: -2.18 0.53 -0.84
H: 1.51 2.99 0.53
H: 1.30 3.59 -1.11
H: 3.72 3.28 -1.67
H: 5.49 1.64 -2.30
H: 5.18 -0.77 -1.69
H: 3.10 -1.44 -0.54
H: -3.31 3.33 -2.25
H: -5.35 1.87 -2.50
H: -5.30 -0.44 -1.53
H: -3.22 -1.23 -0.46
C: -0.03 -5.43 1.08
C: -0.02 -4.18 1.85
N: -0.04 -4.05 3.14
N: -0.03 -2.72 3.40
C: 0.01 -1.99 2.31
S: 0.05 -0.28 2.20
N: 0.01 -2.88 1.29
N: 0.04 -2.52 -0.06
H: -0.04 -6.27 1.78
H: 0.86 -5.52 0.45
H: -0.91 -5.51 0.44
H: -0.04 -2.41 4.37
H: 0.85 -2.94 -0.51
H: -0.79 -2.90 -0.53

Results
Spin multiplicity: 1
Net charge: +3
Highest occupied orbital energy (eV): -19.0
Total energy (eV): -44931.0841
Maximum force (eV Å⁻¹): 3.53
Orbital gap (eV): 6.049

---

Computed values of energy above the lowest of the compared OMol25 structures with the same formula, charge and spin (unit: kcal per mole) for the preceding records, in sequence: 331.0, 26.5, 0.0.